C46H44ClN2O11P2S3Ti | ωB97M-V with the def2-TZVPD basis set

XYZ file:
```
110
Properties=species:S:1:pos:R:3:lowdin_spin:R:1
Ti 1.085 1.390 -0.591 1.79
O -1.815 3.162 1.034 0.01
S -1.539 1.821 0.459 0.02
C -2.536 0.623 1.442 0.00
C -3.903 0.897 1.490 0.00
C -4.775 -0.010 2.057 0.00
C -4.288 -1.203 2.586 0.00
C -2.927 -1.427 2.620 0.00
C -2.024 -0.512 2.065 0.00
P -0.274 -0.466 2.621 0.01
C 0.377 -2.165 2.644 0.00
C -0.211 -3.276 2.053 0.00
C 0.411 -4.518 2.123 0.00
C 1.622 -4.660 2.778 0.00
C 2.225 -3.551 3.356 0.00
C 1.611 -2.316 3.282 0.00
C -0.719 -0.238 4.400 0.00
C -1.141 1.039 4.773 0.00
C -1.554 1.300 6.071 0.00
C -1.539 0.287 7.020 0.00
C -1.114 -0.984 6.662 0.00
C -0.710 -1.247 5.359 0.00
C -2.630 1.683 -0.987 0.00
C -3.586 2.679 -1.106 0.00
C -4.551 2.570 -2.091 0.00
C -4.555 1.463 -2.929 0.00
C -3.554 0.511 -2.829 0.00
C -2.543 0.618 -1.875 0.00
P -1.031 -0.441 -1.853 0.01
C -1.784 -2.082 -1.505 0.00
C -1.117 -3.255 -1.860 0.00
C -1.691 -4.490 -1.603 0.00
C -2.929 -4.580 -0.979 0.00
C -3.591 -3.420 -0.607 0.00
C -3.022 -2.180 -0.871 0.00
C -0.682 -0.617 -3.647 0.00
C -1.450 -1.423 -4.488 0.00
C -1.142 -1.537 -5.834 0.00
C -0.050 -0.853 -6.354 0.00
C 0.733 -0.073 -5.521 0.00
C 0.423 0.040 -4.173 0.00
H -4.275 1.820 1.069 0.00
H -5.835 0.210 2.084 0.00
H -4.967 -1.929 3.016 0.00
H -2.539 -2.304 3.125 0.00
H -1.149 -3.185 1.524 0.00
H -0.056 -5.370 1.647 0.00
H 2.111 -5.625 2.817 0.00
H 3.188 -3.645 3.842 0.00
H 2.101 -1.452 3.721 0.00
H -1.159 1.836 4.035 0.00
H -1.881 2.297 6.339 0.00
H -1.855 0.489 8.035 0.00
H -1.100 -1.780 7.397 0.00
H -0.378 -2.243 5.091 0.00
H -3.539 3.531 -0.442 0.00
H -5.291 3.351 -2.210 0.00
H -5.318 1.357 -3.690 0.00
H -3.544 -0.314 -3.526 0.00
H -0.145 -3.195 -2.330 0.00
H -1.160 -5.391 -1.889 0.00
H -3.373 -5.549 -0.783 0.00
H -4.555 -3.471 -0.113 0.00
H -3.560 -1.285 -0.582 0.00
H -2.272 -2.006 -4.090 0.00
H -1.751 -2.166 -6.472 0.00
H 0.193 -0.940 -7.407 0.00
H 1.591 0.460 -5.911 0.00
H 1.053 0.645 -3.539 0.00
O 4.655 2.658 -2.682 0.00
S 3.994 1.669 -1.871 0.01
O 4.283 1.766 -0.445 0.01
O 2.537 1.598 -2.133 0.02
C 4.621 0.071 -2.372 0.00
C 5.745 0.106 -3.190 0.00
C 6.374 -1.063 -3.585 0.00
C 5.882 -2.281 -3.150 0.00
C 4.760 -2.324 -2.339 0.00
C 4.108 -1.157 -1.947 0.00
S 2.583 -1.528 -1.042 0.01
O 1.640 -1.807 -2.109 0.00
O 2.923 -2.647 -0.197 0.00
O 2.171 -0.359 -0.235 0.03
H 6.109 1.074 -3.506 0.00
H 7.247 -1.016 -4.224 0.00
H 6.366 -3.205 -3.443 0.00
H 4.369 -3.272 -1.998 0.00
N 2.216 1.501 1.641 0.01
C 2.073 2.186 2.929 0.00
C 1.258 3.464 2.834 0.00
C 1.911 4.582 2.010 0.00
C 1.389 4.730 0.590 0.00
N 1.803 3.623 -0.287 0.01
H 2.389 0.512 1.778 0.00
H 3.046 1.824 1.147 0.00
H 3.054 2.408 3.370 0.00
H 1.574 1.502 3.617 0.00
H 1.084 3.823 3.853 0.00
H 0.278 3.232 2.408 0.00
H 2.998 4.433 1.975 0.00
H 1.757 5.540 2.513 0.00
H 1.749 5.681 0.181 0.00
H 0.298 4.766 0.596 0.00
H 2.817 3.536 -0.247 0.00
H 1.618 3.917 -1.245 0.00
O -0.265 3.009 -4.362 0.00
Cl -0.347 3.574 -3.057 0.00
O 0.710 4.523 -2.836 0.00
O -1.622 4.178 -2.828 0.00
O -0.201 2.470 -2.063 0.02
```

Frontier orbital gap (spin up / spin down) = 6.1 / 8.4 eV
Lowest unoccupied orbital energy (spin up / spin down) = 2.187 / 2.185 eV
DFT total energy = -5903.3554 a.u.
ΔE to the lowest compared entry with this formula, charge and spin = 0.0 kcal/mol
Charge = -1
Multiplicity = 3
HOMO (spin up / spin down) = -3.9 / -6.2 eV

C2HBr2NO | ωB97M-V with the def2-TZVPD basis set

XYZ file:
```
7
Properties=species:S:1:pos:R:3:nbo_charge:R:1
C 1.174 1.328 0.116 0.72
C 0.423 1.216 1.483 -0.17
N 0.155 0.516 0.278 -0.61
O 2.036 1.810 -0.520 -0.48
Br -1.101 1.965 2.298 0.10
Br 1.193 0.008 2.842 0.01
H 0.227 -0.556 0.059 0.42
```

Frontier orbital gap = 10.2 eV
Lowest unoccupied orbital energy = 0.086 eV
DFT total energy = -5354.7584 a.u.
ΔE to the lowest compared entry with this formula, charge and spin = 26.1 kcal/mol
Charge = 0
HOMO = -10.1 eV

C14H33ClNO6P | ωB97M-V with the def2-TZVPD basis set

XYZ file:
```
56
Properties=species:S:1:pos:R:3:nbo_charge:R:1
N 3.259 -2.373 3.304 -0.62
C 4.192 -1.621 2.884 0.14
C 5.279 -2.122 1.985 -0.79
P 5.055 -3.940 1.655 0.63
Cl 6.157 -4.008 -0.108 -0.33
H 2.629 -1.850 3.903 0.34
H 4.247 -0.577 3.192 0.16
H 5.200 -1.660 1.004 0.26
H 6.245 -1.880 2.415 0.25
H 6.027 -4.438 2.554 -0.05
C 3.121 -2.388 -2.317 -0.25
O 2.265 -1.337 -1.927 -0.54
C 2.020 -1.378 -0.533 -0.09
C 1.517 -0.049 -0.025 -0.09
O 2.538 0.917 0.179 -0.54
C 3.069 1.534 -0.985 -0.09
C 2.136 2.544 -1.612 -0.09
O 1.158 1.882 -2.392 -0.55
C 0.033 2.689 -2.650 -0.25
H 2.688 -3.362 -2.063 0.17
H 3.262 -2.333 -3.394 0.19
H 4.097 -2.291 -1.827 0.17
H 2.940 -1.641 0.005 0.16
H 1.264 -2.150 -0.332 0.17
H 1.088 -0.217 0.966 0.19
H 0.728 0.346 -0.667 0.20
H 3.382 0.793 -1.722 0.20
H 3.958 2.066 -0.642 0.19
H 2.713 3.218 -2.260 0.17
H 1.659 3.135 -0.820 0.17
H -0.473 2.963 -1.716 0.17
H -0.654 2.106 -3.261 0.19
H 0.309 3.598 -3.197 0.17
C -5.114 -0.104 3.438 -0.25
O -5.020 0.317 2.098 -0.54
C -4.925 1.725 1.986 -0.09
C -4.397 2.120 0.627 -0.09
O -2.990 1.998 0.499 -0.54
C -2.471 0.689 0.325 -0.09
C -2.676 0.139 -1.066 -0.10
O -3.988 -0.371 -1.225 -0.54
C -4.346 -0.495 -2.581 -0.25
H -6.002 0.315 3.927 0.16
H -5.192 -1.189 3.437 0.19
H -4.222 0.185 4.006 0.16
H -4.259 2.123 2.761 0.17
H -5.926 2.160 2.121 0.17
H -4.601 3.184 0.492 0.19
H -4.916 1.574 -0.164 0.20
H -2.855 0.004 1.085 0.20
H -1.395 0.789 0.485 0.19
H -1.962 -0.680 -1.241 0.17
H -2.488 0.936 -1.796 0.17
H -4.340 0.481 -3.080 0.16
H -5.355 -0.901 -2.618 0.19
H -3.669 -1.175 -3.112 0.17
```

Frontier orbital gap = 9.9 eV
Lowest unoccupied orbital energy = 0.750 eV
DFT total energy = -1860.8383 a.u.
Charge = 0
SMILES string = [H]/N=C/CPCl.COCCOCCOC.COCCOCCOC
HOMO = -9.1 eV